# 1
9
Properties=species:S:1:pos:R:3:forces:R:3 method="wB97M-V/def2-TZVPD" largest_force_ev_per_a=3.4 smiles=OCOSO charge=0 gap_ev=9.67 de_lowest_ev=2.350 total_energy_ev=-18077.4975
O 1.523 0.845 0.469 -0.39 2.23 1.20
C 1.132 -0.313 -0.101 -1.85 -0.89 -0.68
O 0.051 -0.117 -1.106 -2.19 0.86 2.44
S -1.368 0.798 -0.473 2.58 -0.63 -1.46
O -2.145 -0.141 0.571 -1.64 -2.07 -0.90
H 0.785 1.469 0.757 1.00 -1.71 -0.58
H 0.945 -1.181 0.634 -0.32 1.37 -0.97
H 1.860 -0.598 -0.813 1.32 -0.57 -0.27
H -2.784 -0.762 0.062 1.49 1.40 1.22



# 2
12
Properties=species:S:1:pos:R:3:forces:R:3 method="wB97M-V/def2-TZVPD" largest_force_ev_per_a=5.4 charge=+1 multiplicity=2 gap_ev="6.17 / 6.25" total_energy_ev=-57012.9356
C 1.340 -0.836 0.224 -0.49 -0.69 0.78
C 0.029 -0.697 0.392 -3.18 -3.07 -3.05
H 1.758 -1.823 0.419 -0.05 0.29 0.02
H -1.015 -1.419 0.150 4.08 -0.42 1.95
O -0.679 0.406 -0.056 -0.16 2.70 -0.25
C -1.922 0.054 -0.369 -0.06 1.01 1.16
O -2.889 0.587 0.078 -1.03 -0.07 -0.63
Cu -5.431 0.572 0.242 0.84 0.01 -0.09
O 1.960 1.468 -0.274 -0.47 0.49 -0.24
C 2.342 0.199 -0.150 1.62 -0.12 -0.06
O 3.504 -0.091 -0.310 -1.21 -0.07 0.23
H 1.002 1.581 -0.347 0.11 -0.05 0.17



# 3
103
Properties=species:S:1:pos:R:3:forces:R:3 method="wB97M-V/def2-TZVPD" largest_force_ev_per_a=6.0 charge=-1 gap_ev=5.82 total_energy_ev=-80451.7608
C -2.430 -1.836 -3.964 0.29 -0.14 -0.04
C -1.486 -1.247 -5.005 -0.23 -0.03 0.49
O -0.300 -2.057 -5.004 0.27 -0.14 0.15
P 1.066 -1.272 -5.201 0.88 1.61 -1.68
O 1.014 -0.449 -6.435 -0.25 0.13 -0.10
C 1.434 -0.210 -3.803 -1.20 -0.39 1.23
C 0.951 -0.795 -2.433 1.15 0.04 -0.95
C 1.945 -1.920 -2.050 -0.26 0.12 0.37
C 1.499 -3.337 -2.500 -0.05 -0.76 -0.12
O 0.283 -3.635 -2.423 -0.09 0.52 0.11
O 2.432 -4.090 -2.859 0.21 0.03 0.11
N 2.288 -2.012 -0.622 -0.49 0.19 0.07
C 1.172 -1.714 0.258 0.85 0.11 0.48
N 1.396 -2.232 1.620 -0.39 0.07 -0.10
C 3.500 -1.292 -0.292 0.27 -0.39 -0.19
C 4.713 -2.221 -0.522 -0.84 -0.35 -0.55
N 4.429 -3.547 0.010 0.35 0.14 0.63
O 2.239 -2.324 -5.276 -0.55 -0.38 0.32
C 2.052 -3.385 -6.224 0.27 -0.53 -0.14
C 3.356 -4.154 -6.416 -0.36 -0.40 0.26
H -3.019 -1.064 -3.470 -0.16 0.02 -0.11
H -1.812 -2.335 -3.214 -0.03 -0.02 0.08
H -3.079 -2.592 -4.402 -0.11 0.02 0.02
H -1.918 -1.224 -6.005 0.11 -0.09 -0.10
H -1.230 -0.217 -4.749 0.04 0.04 0.02
H 0.887 0.719 -3.981 -0.02 0.00 -0.29
H 2.485 0.060 -3.731 0.13 -0.20 -0.33
H 0.941 0.054 -1.751 -0.09 -0.18 0.29
H -0.041 -1.226 -2.553 -0.11 0.09 0.28
H 2.881 -1.715 -2.568 0.08 -0.15 -0.04
H 0.278 -2.173 -0.155 -0.03 0.11 -0.20
H 1.078 -0.617 0.336 -0.48 0.01 -0.15
H 1.554 -1.463 2.258 0.08 0.00 0.02
H 0.525 -2.631 1.945 0.09 -0.16 0.10
H 3.591 -0.413 -0.952 0.16 0.22 0.24
H 3.501 -0.965 0.749 -0.20 -0.06 0.07
H 5.620 -1.810 -0.079 0.05 0.06 -0.04
H 4.817 -2.306 -1.611 0.41 0.26 -0.03
H 3.940 -4.115 -0.669 -0.11 0.03 0.01
H 5.260 -4.008 0.348 0.06 -0.11 -0.24
H 1.292 -4.066 -5.845 -0.10 0.11 0.13
H 1.707 -2.982 -7.178 -0.01 0.27 0.07
H 3.268 -5.112 -5.905 0.15 0.00 0.10
H 4.204 -3.640 -5.973 0.02 0.19 -0.15
H 3.517 -4.367 -7.472 0.20 0.15 -0.05
O -0.282 2.752 -1.151 1.17 -1.02 -2.96
P -0.657 3.979 -1.944 -2.53 2.85 4.62
N 0.218 5.160 -1.025 -0.21 0.67 -0.22
C -0.138 5.405 0.361 -0.17 -0.22 0.15
C 1.656 4.977 -1.162 0.04 -0.10 -0.25
N -2.339 3.953 -1.624 -0.18 -0.69 -0.08
C -3.073 5.023 -0.996 -0.13 0.38 -0.51
C -2.926 2.656 -1.306 0.17 -0.09 0.31
N -0.940 5.098 -3.277 1.68 -1.48 -1.22
C -0.735 4.462 -4.592 -0.44 -0.17 0.02
C -0.418 6.459 -3.308 0.34 0.13 0.15
H 0.527 6.170 0.771 0.12 -0.07 -0.06
H -0.065 4.509 0.991 0.02 0.01 0.02
H -1.143 5.812 0.444 -0.02 -0.11 -0.03
H 1.925 4.843 -2.216 -0.01 -0.05 0.02
H 2.018 4.100 -0.612 0.02 0.00 -0.02
H 2.185 5.865 -0.806 -0.06 0.02 0.03
H -3.038 4.952 0.099 -0.03 0.01 0.00
H -4.125 4.986 -1.296 0.00 -0.05 0.00
H -2.702 6.003 -1.298 0.14 -0.04 0.01
H -2.772 2.375 -0.256 -0.03 -0.06 -0.01
H -2.500 1.872 -1.926 0.07 -0.01 0.06
H -4.000 2.685 -1.505 0.00 0.15 0.00
H 0.324 4.291 -4.811 -0.01 0.04 -0.09
H -1.158 5.080 -5.385 -0.02 0.04 0.05
H -1.249 3.497 -4.622 0.05 -0.01 0.03
H 0.671 6.514 -3.414 -0.01 0.07 -0.01
H -0.710 7.012 -2.422 0.07 -0.11 0.08
H -0.867 6.964 -4.169 -0.01 -0.19 -0.09
O -0.359 -1.707 4.361 -2.12 -0.94 -1.61
P -1.379 -1.735 5.450 2.27 1.34 4.08
N -1.459 -0.091 5.953 -0.24 -0.05 0.53
C -0.327 0.508 6.638 0.27 -0.12 0.01
C -1.927 0.770 4.874 -0.17 -0.13 -0.19
N -0.607 -2.756 6.574 0.47 -0.19 -0.35
C -0.412 -2.439 7.968 -0.52 -0.17 0.25
C 0.471 -3.600 6.067 0.24 0.22 -0.12
N -2.959 -2.156 6.076 -0.48 0.01 -2.31
C -3.708 -3.029 5.157 0.23 -0.34 0.13
C -3.861 -1.186 6.683 -0.03 0.32 -0.05
H -0.559 1.551 6.867 -0.05 0.02 -0.14
H 0.598 0.481 6.047 0.00 0.04 0.00
H -0.146 0.027 7.596 0.02 -0.06 -0.09
H -2.811 0.336 4.395 0.06 -0.01 -0.03
H -1.166 0.915 4.098 -0.02 0.00 -0.01
H -2.222 1.744 5.272 0.03 -0.02 0.07
H 0.504 -1.857 8.129 0.00 -0.04 0.05
H -0.326 -3.358 8.555 0.02 -0.02 -0.05
H -1.258 -1.888 8.382 -0.01 0.09 -0.12
H 1.422 -3.059 5.984 0.03 -0.06 -0.02
H 0.229 -3.996 5.086 0.03 0.08 -0.04
H 0.612 -4.449 6.739 -0.08 0.07 0.11
H -4.076 -2.489 4.278 -0.08 -0.04 0.01
H -4.558 -3.481 5.669 0.02 0.04 0.06
H -3.065 -3.844 4.814 0.01 0.05 -0.03
H -4.269 -0.455 5.974 -0.05 0.01 0.05
H -3.376 -0.651 7.493 0.11 0.05 -0.09
H -4.699 -1.739 7.117 0.03 -0.11 -0.13



# 4
21
Properties=species:S:1:pos:R:3:forces:R:3 method="wB97M-V/def2-TZVPD" largest_force_ev_per_a=4.0 charge=0 gap_ev="7.57 / 7.74" de_lowest_ev=3.637 total_energy_ev=-27563.7233
C 1.906 -1.083 3.127 3.46 -1.31 -0.92
C -3.824 -0.260 -1.307 -1.00 0.40 1.70
C 1.387 2.470 -2.075 0.77 0.67 -0.18
C 2.135 -0.960 1.596 -2.14 -3.32 0.32
C -2.683 -1.189 -1.195 0.86 0.17 -0.98
O 0.894 -0.342 1.132 1.09 0.47 0.78
P 0.702 0.205 -0.353 -0.27 -0.10 -1.51
S 1.244 2.232 -0.332 0.23 0.31 1.89
H 1.957 -0.126 3.612 1.02 0.58 0.17
H 0.942 -1.319 3.374 -2.55 -1.44 0.10
H 2.640 -1.897 3.536 -1.29 1.78 -0.38
H -4.623 -0.653 -1.956 0.12 -0.01 0.33
H -4.227 -0.136 -0.202 0.44 0.21 -2.40
H -3.577 0.738 -1.766 0.00 -0.64 0.66
H 1.980 3.396 -2.303 -0.43 -1.15 0.22
H 0.412 2.555 -2.461 -1.18 0.41 -0.75
H 1.788 1.551 -2.449 0.74 -0.21 -0.74
H 2.137 -2.043 1.019 0.36 2.57 1.66
H 3.062 -0.453 1.425 0.20 0.73 -0.68
H -2.190 -1.570 -2.111 -0.41 0.11 0.69
H -2.063 -1.116 -0.312 -0.02 -0.25 0.02



# 5
13
Properties=species:S:1:pos:R:3:forces:R:3 method="wB97M-V/def2-TZVPD" largest_force_ev_per_a=6.4 charge=0 gap_ev=9.46 de_lowest_ev=5.179 total_energy_ev=-9268.3226
H 2.496 -0.550 0.473 -0.60 -0.88 0.97
N 2.417 0.218 -0.138 -0.16 1.94 -3.87
C 1.457 0.280 -0.987 -1.51 -1.86 2.79
N 0.249 -0.659 -0.847 1.85 -0.20 -0.22
C 0.093 -1.442 0.438 1.84 6.08 0.57
C -1.025 -0.542 -0.138 -0.32 -1.25 -0.72
C -1.796 0.739 0.377 -0.99 -1.00 -0.63
O -1.383 1.533 1.174 -0.10 -0.51 -0.68
H 1.385 0.925 -1.904 0.16 -0.44 1.34
H 0.891 -0.764 1.211 -2.91 -3.05 -1.52
H -0.197 -2.469 0.354 0.88 -0.56 0.44
H -1.621 -1.341 -0.680 -0.57 1.88 0.61
H -2.928 0.817 -0.089 2.43 -0.15 0.92



# 6
18
Properties=species:S:1:pos:R:3:forces:R:3 method="wB97M-V/def2-TZVPD" largest_force_ev_per_a=3.7 charge=-1 gap_ev=7.40 de_lowest_ev=0.836 total_energy_ev=-9459.1931
C 2.225 0.056 -1.723 -0.30 0.82 -2.09
C 2.141 1.430 -2.386 -1.95 -0.20 -0.27
H 1.199 -0.219 -1.503 0.26 -0.49 0.32
H 2.746 -0.661 -2.386 -0.47 0.18 0.42
H 2.803 0.268 -0.895 1.09 -0.58 2.28
H 2.953 1.699 -2.995 1.36 0.21 -0.77
H 1.950 2.260 -1.706 0.05 -0.24 0.32
H 1.260 1.388 -3.025 0.00 0.36 -0.33
C -0.374 -1.163 0.794 1.81 1.81 -0.14
C -0.176 -1.262 2.294 -1.49 0.06 0.69
C -1.326 0.046 0.513 -0.11 -1.90 -0.46
O -1.084 1.102 1.048 1.67 2.76 1.83
O -2.307 -0.168 -0.190 -1.72 -1.19 -1.75
H 0.630 -0.937 0.273 -1.42 -0.47 0.82
H -0.765 -2.083 0.435 -0.41 -0.68 -0.63
H 0.051 -0.270 2.736 0.10 -0.62 -0.35
H 0.584 -2.009 2.534 -0.11 -0.01 0.37
H -1.212 -1.552 2.715 1.65 0.16 -0.26